CH14N3O4 | wB97M-V/def2-TZVPD

```
22
Properties=species:S:1:pos:R:3:mulliken_spin:R:1
N 1.24803 -1.62384 -0.12366 0.404
C 0.15859 -1.10176 0.70057 0.022
N -1.17765 -1.36561 0.17036 0.470
N 0.32830 0.30643 0.88120 0.160
H 0.25501 -1.60833 1.69689 0.027
H 1.40878 -1.08152 -1.02620 -0.017
H -1.34980 -0.91241 -0.74873 -0.018
H -1.42818 -2.34839 0.14830 -0.020
H -0.55766 0.83105 0.81516 -0.010
H 0.86377 0.56297 1.69992 -0.006
H 2.36521 0.73205 4.20789 0.000
H 2.52196 2.11629 3.49261 0.000
O 2.10146 1.20915 3.38255 0.000
H -1.92741 1.20019 -1.11774 0.000
H -2.54248 2.50333 -0.31315 0.000
O -1.90653 1.78134 -0.26280 0.001
H -2.14216 0.20835 -2.93361 0.001
H -0.13626 0.24896 -2.50968 -0.001
O -1.58490 0.21726 -2.16896 -0.003
H 1.34242 0.59171 -3.19405 0.000
H 1.21628 -2.60438 -0.36170 -0.009
O 0.94323 0.13718 -2.43518 0.002
```

Values from the calculation:
Orbital gap (spin up / spin down) in eV: 9.23 / 5.43
LUMO level (spin up / spin down) in Ha: 0.015 / -0.124
2S+1: 2
<S²>: 0.76
Energy above the lowest of the compared OMol25 structures with the same formula, charge and spin in kcal/mol: 29.5

***

C5H8NO2 | wB97M-V/def2-TZVPD

```
16
Properties=species:S:1:pos:R:3:mulliken_charge:R:1
C -0.27533 0.49005 1.07187 -1.027
C -1.00682 0.01363 0.10227 0.617
C 2.79072 -0.15239 -0.18891 0.605
C -1.01244 -1.44678 0.08215 0.142
C -2.08878 0.88006 -0.62348 -1.192
N 3.28960 0.90811 0.03102 -0.319
O 2.15037 -1.12815 -0.30767 -0.519
O -0.01062 -2.23170 -0.03513 -0.400
H -0.19745 1.48541 1.32698 0.341
H 0.36979 -0.15926 1.62829 0.403
H -1.99736 -1.86237 -0.05379 0.418
H -2.13790 0.57160 -1.69789 0.340
H -1.64322 1.84606 -0.67474 0.386
H -3.12330 0.96319 -0.23557 0.323
H 4.01611 1.52869 -0.28528 0.318
H 0.87662 -1.70617 -0.14013 0.563
```

Values from the calculation:
Charge: +1
Orbital gap in eV: 10.08
LUMO level in Ha: -0.198
Energy above the lowest of the compared OMol25 structures with the same formula, charge and spin in kcal/mol: 34.8

***

C26H56NO12 | wB97M-V/def2-TZVPD

```
95
Properties=species:S:1:pos:R:3:mulliken_charge:R:1
N 0.35402 -0.37957 0.32235 1.143
H 0.71502 0.02843 1.17435 -0.156
H -0.58698 0.07943 0.35735 -0.107
H 0.43502 -1.35557 0.47935 0.088
H 0.80602 -0.15457 -0.52465 0.158
O 0.86602 -3.09157 1.92735 -0.615
C 2.08402 -3.67757 2.13735 0.653
O 2.66102 -4.62157 1.37935 -0.317
C 2.15502 -4.75657 -0.01165 0.772
C 2.88502 -5.83257 -0.70765 -1.524
C 2.83402 -3.38157 3.47535 -0.651
H 2.38402 -3.77057 -0.56965 0.231
H 1.10402 -5.28657 -0.00465 -0.353
H 2.47002 -5.94157 -1.61465 0.498
H 3.06402 -6.78757 -0.31465 0.370
H 3.94102 -5.24157 -1.00465 0.261
H 2.52302 -2.22657 3.75635 -0.029
H 3.86102 -3.67657 3.26435 0.320
H 2.47902 -3.90757 4.34635 0.330
O 2.49802 1.42043 -1.60865 -0.344
C 3.40802 1.65243 -2.31865 0.608
O 3.55502 1.40743 -3.65465 -0.284
C 2.43602 0.84943 -4.24365 0.252
C 2.66102 0.78343 -5.76265 -1.255
C 4.81502 2.38943 -1.77965 -1.201
H 1.48802 1.43443 -4.12465 0.041
H 2.40802 -0.21157 -3.65765 0.173
H 2.70602 1.67943 -6.32265 0.358
H 1.80102 0.32143 -6.37065 0.328
H 3.70002 0.23043 -5.88265 0.260
H 5.66202 1.84743 -2.03465 0.391
H 4.57402 2.53943 -0.77265 0.332
H 5.02902 3.58643 -2.19965 0.270
O -2.12398 0.47143 -1.28065 -0.489
C -3.33298 0.90943 -1.11065 0.570
O -4.15898 1.70543 -1.96665 -0.322
C -3.63098 2.11343 -3.17865 -0.151
C -4.56798 3.12643 -3.86665 -1.217
C -3.94698 0.74543 0.29035 -0.733
H -3.65198 1.19543 -3.63565 0.393
H -2.54698 2.28843 -3.24465 0.266
H -4.66198 4.01843 -3.14065 0.278
H -5.70898 2.85643 -3.91165 0.273
H -4.16798 3.30043 -4.81165 0.414
H -5.01398 0.39943 0.03835 0.382
H -4.09898 1.75443 0.91535 0.335
H -3.09698 0.07043 0.89635 0.012
O -1.56398 -2.95057 -0.30265 -0.508
C -2.24098 -3.96457 -0.46765 0.682
O -3.35498 -3.89857 -1.23265 -0.302
C -3.78598 -2.72757 -2.02165 0.535
C -5.14298 -3.07457 -2.61365 -1.474
C -2.00598 -5.36657 0.01435 -0.836
H -3.01898 -2.48857 -2.89865 0.208
H -3.93098 -1.91957 -1.41865 -0.250
H -5.09298 -3.79957 -3.46665 0.312
H -5.48198 -2.14457 -3.04065 0.427
H -5.97798 -3.22057 -2.00465 0.424
H -2.03298 -5.89057 -0.91365 0.403
H -2.64898 -5.59957 0.93535 0.260
H -0.95598 -5.56457 0.13535 0.064
O 0.33602 2.56643 0.64235 -0.330
C -0.35298 3.35143 0.01035 0.791
O -1.01298 4.41543 0.54335 -0.298
C -1.21298 4.38243 1.94835 0.107
C -1.73498 5.76843 2.43635 -1.380
C -0.12398 3.63943 -1.49965 -1.613
H -0.34298 4.25443 2.63235 0.154
H -1.88298 3.64343 2.38435 0.196
H -1.21598 6.56943 1.89835 0.339
H -1.82198 5.93943 3.52435 0.371
H -2.70898 5.87943 2.03435 0.371
H 0.50002 4.39243 -1.67065 0.576
H -1.03598 3.82743 -1.87165 0.521
H 0.26002 2.83743 -2.09065 0.243
C 5.26102 0.04943 2.11735 -1.684
C 3.70702 0.15143 2.04035 0.912
O 3.05802 -0.71657 1.38835 -0.429
C 3.17102 1.38043 2.63635 -0.904
H 5.58102 -0.03257 1.15835 0.440
H 5.54202 -0.84557 2.60735 0.421
H 5.76302 0.78043 2.58735 0.503
H 2.13402 1.44143 2.48435 -0.030
H 3.49402 2.23743 2.20735 0.491
H 3.55602 1.43443 3.83435 0.273
C -2.22798 0.80543 5.04035 -1.496
C -1.14298 0.29043 4.06535 0.642
O -1.38398 0.22743 2.74335 -0.388
C 0.31802 -0.04657 4.60035 -0.052
H -2.56698 0.40143 5.72935 0.669
H -3.01798 1.14743 4.28135 0.261
H -2.03498 1.93143 5.37335 0.290
H 0.72802 -0.53457 3.91435 -0.548
H -0.20798 -0.75557 5.52835 0.351
H 0.79002 0.89243 4.90935 0.272
```

Values from the calculation:
Charge: +1
Orbital gap in eV: 10.14
LUMO level in Ha: -0.064
Energy above the lowest of the compared OMol25 structures with the same formula, charge and spin in kcal/mol: 60.4

***

C57H54N3O9Si | wB97M-V/def2-TZVPD

```
124
Properties=species:S:1:pos:R:3:mulliken_charge:R:1
C 0.50190 0.43947 5.57536 -1.121
C 0.08452 1.70678 4.84532 -0.092
O -0.63913 2.57372 5.70735 -0.134
C -0.63442 3.91389 5.30904 -0.878
C -0.94902 4.09316 3.84086 0.129
C -2.11217 3.55529 3.28543 -0.174
C -2.33746 3.72173 1.93033 1.054
Si -3.91945 2.99271 1.12187 0.079
C -4.41720 1.54879 2.22917 -1.257
C -5.32136 4.22029 1.10220 -1.129
C -3.67546 2.29332 -0.58921 -1.055
C -1.32130 4.44713 1.23638 -0.200
O -1.46447 4.63735 -0.07626 -0.391
C -0.59306 3.77373 -0.87919 0.143
C 0.68528 4.47852 -1.28931 -0.827
N 0.42873 5.32119 -2.47416 -0.399
C 1.02771 4.75015 -3.69160 -1.280
C 0.25386 3.57326 -4.23182 0.835
C 0.70108 3.23994 -5.67053 -1.420
O 0.49286 2.43540 -3.38281 -0.448
N -0.25697 4.97527 1.77918 -0.816
N -0.11066 4.76673 3.09075 0.283
H 0.56909 -0.35170 4.83207 0.397
H -0.24621 0.15313 6.30381 0.169
H 1.48202 0.55300 6.02363 0.322
H 0.98674 2.18405 4.44657 0.310
H -0.51462 1.41670 3.97713 0.188
H 0.33954 4.36619 5.53594 0.258
H -1.38987 4.44438 5.88474 0.358
H -2.81288 3.02498 3.91125 0.766
H -3.54179 1.23525 2.80482 0.371
H -4.71099 0.68111 1.64827 0.409
H -5.16753 1.83029 2.96302 0.353
H -6.21312 3.65598 0.82933 0.359
H -5.51514 4.67188 2.07169 0.377
H -5.19393 4.98703 0.34199 0.355
H -3.21365 2.97586 -1.29215 0.375
H -4.67380 2.03925 -0.94582 0.477
H -3.12258 1.35558 -0.55468 0.229
H -1.13750 3.53521 -1.78199 -0.079
H -0.40317 2.84956 -0.33155 0.329
H 1.40866 3.69760 -1.52390 0.301
H 1.08282 5.08652 -0.48247 0.496
H 0.88638 6.20908 -2.31670 0.286
H 1.02005 5.51713 -4.46292 0.541
H 2.07893 4.49189 -3.52793 0.337
H -0.81848 3.76706 -4.20949 0.252
H 1.45445 2.45776 -5.61648 0.358
H -0.14280 2.90335 -6.26215 0.345
H 1.17705 4.10101 -6.12798 0.396
H 0.43062 1.62991 -3.90108 0.109
H 0.72704 5.15740 3.50392 0.306
C 0.10292 -7.26580 -4.14575 -0.548
C 1.33115 -6.63968 -4.32721 -0.488
C 1.45008 -5.27406 -4.13531 -0.593
C 0.33846 -4.52529 -3.77169 0.210
C -0.90129 -5.15223 -3.61009 0.416
C -1.01094 -6.52460 -3.78858 -0.628
C -2.11879 -4.36771 -3.26467 0.560
O -3.19449 -4.90417 -3.11526 -0.652
C -1.97920 -2.88859 -3.11275 0.159
C -3.10874 -2.12572 -2.84363 -0.645
C -2.99538 -0.75505 -2.68839 -0.625
C -1.75103 -0.14017 -2.79423 0.009
C -0.62462 -0.89734 -3.06435 -0.714
C -0.73500 -2.27118 -3.23341 -0.213
C 0.48837 -3.06215 -3.55586 0.436
O 1.56884 -2.51387 -3.64300 -0.644
H 0.01450 -8.33428 -4.28888 0.400
H 2.19702 -7.21931 -4.61830 0.473
H 2.40268 -4.78361 -4.27202 0.491
H -1.96973 -7.00466 -3.65180 0.490
H -4.07117 -2.61146 -2.76159 0.492
H -3.87762 -0.16155 -2.48543 0.486
H -1.66055 0.93182 -2.66602 0.507
H 0.34918 -0.43305 -3.14718 0.729
C -2.42681 0.53850 7.89841 -0.648
C -2.55741 1.92128 7.97234 -0.155
C -2.32029 2.57772 9.16562 -0.919
C -1.95067 1.85478 10.29329 0.304
C -1.83661 0.46746 10.22356 0.252
C -2.06934 -0.18758 9.01987 -0.659
C -1.48385 -0.33559 11.43188 0.560
O -1.37911 -1.54078 11.36273 -0.651
C -1.27276 0.38902 12.71531 0.168
C -0.99522 -0.33927 13.86449 -0.566
C -0.78371 0.31824 15.06423 -0.486
C -0.84061 1.70670 15.12040 -0.491
C -1.12114 2.43840 13.97925 -0.551
C -1.34599 1.78389 12.77522 0.182
C -1.67624 2.58567 11.56588 0.528
O -1.72541 3.79674 11.60361 -0.659
H -2.61134 0.02621 6.96236 0.547
H -2.85152 2.48412 7.09823 0.473
H -2.42079 3.65239 9.23469 0.476
H -1.97089 -1.26345 8.97247 0.491
H -0.94893 -1.41806 13.81397 0.478
H -0.57230 -0.25080 15.95946 0.401
H -0.66892 2.21747 16.05827 0.405
H -1.17103 3.51752 14.01700 0.476
C 4.73893 -4.02306 -5.60228 -0.691
C 3.89524 -2.99270 -6.00718 -0.231
C 3.64391 -2.79290 -7.35351 -0.690
C 4.23975 -3.61539 -8.30137 0.265
C 5.10034 -4.63627 -7.89491 0.186
C 5.34061 -4.84194 -6.54211 -0.666
C 5.78467 -5.50651 -8.89408 0.602
O 6.52622 -6.39734 -8.53850 -0.658
C 5.53394 -5.24368 -10.33919 0.202
C 6.19935 -6.00613 -11.29020 -0.566
C 5.96953 -5.78473 -12.63710 -0.478
C 5.06782 -4.80565 -13.04059 -0.471
C 4.40490 -4.03952 -12.09741 -0.573
C 4.64040 -4.24921 -10.74487 0.210
C 3.94027 -3.39426 -9.74573 0.483
O 3.15215 -2.54015 -10.09308 -0.664
H 4.92939 -4.18266 -4.54830 0.478
H 3.43319 -2.35141 -5.26921 0.517
H 2.98587 -1.99872 -7.67775 0.487
H 6.00101 -5.64107 -6.23494 0.491
H 6.89619 -6.76790 -10.96980 0.475
H 6.49210 -6.37655 -13.37660 0.404
H 4.88557 -4.63913 -14.09382 0.401
H 3.70567 -3.27424 -12.40382 0.471
```

Values from the calculation:
Charge: +1
Orbital gap in eV: 6.24
LUMO level in Ha: -0.167
Energy above the lowest of the compared OMol25 structures with the same formula, charge and spin in kcal/mol: 6.6

***

H2NO4S | wB97M-V/def2-TZVPD

```
8
Properties=species:S:1:pos:R:3:mulliken_charge:R:1
N -1.07396 1.00997 -0.42149 0.216
O -0.82755 0.02751 1.07901 -0.474
O 0.03908 -1.31816 -0.88729 -0.685
O 2.04930 -0.33094 0.47806 -0.685
O -2.06255 1.75990 -0.47857 -0.532
S -1.21311 -0.78430 -0.20747 0.437
H 1.58857 -0.84939 -0.15850 0.408
H 1.50023 0.48542 0.59625 0.314
```

Values from the calculation:
Charge: -1
Orbital gap in eV: 7.69
LUMO level in Ha: 0.141
Energy above the lowest of the compared OMol25 structures with the same formula, charge and spin in kcal/mol: 41.7

***

C3H3NO2S | wB97M-V/def2-TZVPD

```
10
Properties=species:S:1:pos:R:3:mulliken_charge:R:1
C 1.22447 1.45340 -0.45148 -0.282
C 0.48109 2.28168 -0.89172 -0.378
C 1.13844 -2.33499 0.97589 0.043
N 1.07488 -1.56986 0.11891 -0.359
O -2.65574 1.04571 -0.20365 -0.380
O -1.70205 -1.02068 0.79416 -0.381
S -1.96761 -0.22627 -0.42030 0.735
H 1.87901 0.52556 -0.28418 0.309
H -0.26957 2.90016 -1.30453 0.391
H 0.79709 -3.05472 1.66690 0.300
```

Values from the calculation:
Orbital gap in eV: 9.42
LUMO level in Ha: -0.042
Energy above the lowest of the compared OMol25 structures with the same formula, charge and spin in kcal/mol: 109.7

***

HN2O4S | wB97M-V/def2-TZVPD

```
8
Properties=species:S:1:pos:R:3:mulliken_charge:R:1
N 0.20467 0.42715 -0.18459 -0.431
N -1.10486 1.67943 0.05629 0.843
O -1.81722 1.42681 0.98552 -0.541
O 0.89368 -1.37894 -1.77207 -0.604
O -1.08290 2.57429 -0.72444 -0.477
O 1.64857 0.90729 -2.30462 -0.558
S 0.51230 0.04561 -1.95913 0.485
H -0.16806 -0.38466 0.29324 0.283
```

Values from the calculation:
Charge: -1
Orbital gap in eV: 7.98
LUMO level in Ha: 0.144
Energy above the lowest of the compared OMol25 structures with the same formula, charge and spin in kcal/mol: 59.9

***

C19H28AuBrO2 | wB97M-V/def2-TZVPD

```
51
Properties=species:S:1:pos:R:3:mulliken_spin:R:1
O -1.97354 0.15506 -1.87754 0.000
C -2.80126 -0.90344 -2.42076 0.000
C -3.15479 -0.06566 -3.65017 0.000
H -3.64563 -1.16693 -1.76378 0.000
H -2.15310 -1.77770 -2.59936 0.000
C -2.15524 0.97316 -3.08952 0.000
H -4.17561 0.31526 -3.66393 0.000
H -2.87043 -0.51553 -4.60270 0.000
C -2.71752 2.32411 -2.71429 0.000
H -3.64137 2.18900 -2.14441 0.000
H -2.93584 2.91462 -3.61070 0.000
H -1.98579 2.88508 -2.12262 0.000
C -0.94328 1.09549 -3.98951 0.001
H -0.38847 0.15190 -4.03724 0.000
H -0.27225 1.89666 -3.66380 0.000
H -1.26603 1.35350 -5.01037 0.000
Au -1.49167 -0.87347 2.82244 0.018
C 3.70529 -1.73149 3.05327 0.334
C 2.55601 -2.57549 3.08021 -0.030
C 2.18121 -2.85141 1.73132 0.356
H 2.05532 -2.95614 3.96612 0.008
C 3.12218 -2.20335 0.87575 0.046
C 4.06199 -1.50398 1.68879 0.249
H 4.89867 -0.90982 1.33207 0.006
H 4.22530 -1.32699 3.92236 -0.006
H 1.32959 -3.45532 1.42075 0.030
H 3.14877 -2.25500 -0.21365 0.001
C 0.57239 0.28213 4.29022 0.339
C 1.59491 0.94363 3.62008 0.164
C 1.01401 1.97039 2.78327 0.146
H 2.65946 0.73148 3.66271 -0.019
C -0.36164 1.93917 2.92972 0.318
C -0.74646 0.83515 3.83581 -0.044
H -1.54527 1.03515 4.55665 -0.002
H 0.67419 -0.57282 4.96285 0.014
H 1.59074 2.62906 2.12794 0.002
H -1.08762 2.57696 2.42892 0.013
O 0.14609 1.51685 -1.38222 0.010
C 1.28121 0.67192 -1.61617 -0.001
C 0.85284 -0.76178 -1.21435 0.007
H 2.14017 0.94073 -0.95445 0.001
H 1.48969 0.70372 -2.70413 0.000
C -0.14227 -0.51417 -0.06051 0.041
H 1.66513 -1.46476 -0.94760 -0.009
H 0.29873 -1.26380 -2.04572 0.001
C -0.52346 0.96253 -0.21870 0.018
H 0.30439 -0.61435 0.93575 -0.033
H -0.93765 -1.27006 -0.04380 0.002
H -0.14533 1.55559 0.64271 0.014
H -1.60739 1.09771 -0.25514 -0.001
Br -1.89936 -3.11256 1.94742 0.006
```

Values from the calculation:
Orbital gap (spin up / spin down) in eV: 8.29 / 5.04
LUMO level (spin up / spin down) in Ha: -0.001 / -0.116
2S+1: 3
<S²>: 2.03
Energy above the lowest of the compared OMol25 structures with the same formula, charge and spin in kcal/mol: 6.0